(1)
{
  "formula": "C4H3NO2",
  "method": "ωB97M-V/def2-TZVPD",
  "de_lowest_kj_mol": 320.8,
  "smiles": "O=Cc1ncco1",
  "gap_ev": [9.42, 9.42],
  "symbols": ["C", "C", "H", "O", "H", "C", "C", "H", "O", "N"],
  "xyz": [[1.657, 0.331, -0.069], [0.686, -0.526, 0.772], [-1.901, 1.228, 0.297], [2.829, 0.455, -0.181], [-1.752, -1.166, -1.143], [-1.200, 0.410, 0.305], [-1.090, -0.763, -0.392], [0.849, 0.884, -0.666], [-0.178, 0.494, 1.159], [0.100, -1.346, -0.083]],
  "mulliken_charge": [0.21, 0.24, 0.38, -0.40, 0.38, -0.15, -0.24, 0.27, -0.27, -0.43]
}


(2)
{
  "formula": "C4H3NO2",
  "method": "ωB97M-V/def2-TZVPD",
  "de_lowest_kj_mol": 249.8,
  "smiles": "O=C=C1N=CCO1",
  "gap_ev": 8.67,
  "symbols": ["O", "H", "C", "H", "H", "O", "C", "C", "N", "C"],
  "xyz": [[-3.267, 0.014, -0.997], [2.046, 1.192, -0.389], [0.962, -0.629, 0.545], [1.509, -0.730, 1.486], [1.251, -1.450, -0.131], [-0.436, -0.676, 0.808], [-0.973, 0.272, -0.050], [1.104, 0.705, -0.154], [-0.021, 1.185, -0.523], [-2.174, 0.117, -0.594]],
  "mulliken_charge": [-0.37, 0.39, -0.21, 0.25, 0.22, -0.37, -0.11, -0.03, -0.48, 0.70]
}


(3)
{
  "formula": "C4H3NO2S",
  "method": "ωB97M-V/def2-TZVPD",
  "de_lowest_kj_mol": 527.7,
  "smiles": "C#C/C(=N/O)SC=O",
  "gap_ev": 9.37,
  "symbols": ["N", "O", "C", "C", "S", "H", "H", "C", "O", "H", "C"],
  "xyz": [[1.145, 1.400, -0.213], [-0.004, 2.090, -0.222], [0.859, 0.193, 0.068], [2.005, -0.748, -0.027], [-0.595, -0.282, 0.940], [0.250, 3.069, -0.156], [-1.420, 0.190, -1.346], [-1.937, -0.343, -0.572], [-2.955, -1.036, -0.492], [3.752, -2.088, -0.665], [2.839, -1.585, -0.413]],
  "mulliken_charge": [-0.36, -0.31, 0.53, -0.42, -0.13, 0.36, 0.35, 0.19, -0.42, 0.40, -0.18]
}


(4)
{
  "formula": "C4H3NO3",
  "method": "ωB97M-V/def2-TZVPD",
  "de_lowest_kj_mol": 610.2,
  "smiles": "O=C1C=CN(O)C1=O",
  "gap_ev": 8.14,
  "symbols": ["C", "H", "H", "C", "O", "H", "C", "N", "O", "C", "O"],
  "xyz": [[-0.466, -0.748, 1.555], [-1.873, 0.986, 1.699], [-1.034, 1.622, -1.784], [-1.033, 0.366, 1.211], [1.774, -1.552, 0.589], [-0.746, -1.138, 2.486], [0.233, -0.158, -0.748], [-0.724, 0.673, -0.253], [-0.940, 2.064, -0.708], [0.456, -1.056, 0.375], [0.864, -0.088, -1.756]],
  "mulliken_charge": [-0.47, 0.34, 0.42, -0.23, -0.46, 0.40, 0.38, 0.07, -0.42, 0.48, -0.52]
}


(5)
{
  "formula": "C4H3NO3",
  "method": "ωB97M-V/def2-TZVPD",
  "de_lowest_kj_mol": 433.7,
  "smiles": "N#C[C@H]1O[C@@H]1C(=O)O",
  "gap_ev": 11.27,
  "symbols": ["O", "O", "O", "C", "N", "C", "H", "H", "C", "C", "H"],
  "xyz": [[1.296, 1.524, 1.760], [-0.840, 0.022, -1.077], [0.803, 2.240, -0.280], [0.566, 1.489, 0.763], [-0.662, -3.370, -0.031], [-0.004, -0.892, -0.517], [0.941, -0.762, -0.720], [-1.419, 0.107, 1.050], [-0.640, 0.331, 0.402], [-0.567, -2.230, -0.185], [0.525, 1.541, -1.165]],
  "mulliken_charge": [-0.50, -0.44, -0.48, 0.48, -0.32, 0.20, 0.57, 0.46, -0.24, -0.17, 0.44]
}


(6)
{
  "formula": "C4H3NOS",
  "method": "ωB97M-V/def2-TZVPD",
  "de_lowest_kj_mol": 80.9,
  "gap_ev": 10.65,
  "symbols": ["C", "C", "C", "C", "H", "N", "S", "O", "H", "H"],
  "xyz": [[-0.611, -1.411, -2.095], [0.127, -1.144, 0.267], [1.111, -0.428, 0.829], [-1.018, 2.174, -0.224], [1.818, 0.313, 0.432], [-0.126, -1.184, -1.056], [-2.269, 1.798, -1.031], [0.047, 2.356, 0.171], [1.311, -0.563, 1.841], [-0.390, -1.912, 0.866]],
  "mulliken_charge": [-0.08, -0.07, -0.69, 0.63, 0.25, -0.01, -0.30, -0.33, 0.28, 0.32]
}


(7)
{
  "formula": "C4H3NS",
  "method": "ωB97M-V/def2-TZVPD",
  "de_lowest_kj_mol": 336.4,
  "gap_ev": 8.89,
  "symbols": ["S", "C", "C", "H", "H", "N", "H", "C", "C"],
  "xyz": [[-1.250, 0.934, 0.738], [-0.026, -0.137, -0.163], [-2.807, 0.062, 0.118], [1.515, 0.639, 1.054], [2.205, -0.708, -0.066], [-0.698, -1.108, -0.673], [1.554, 0.888, -0.617], [-1.900, -0.715, -0.454], [1.407, 0.144, 0.062]],
  "mulliken_charge": [-0.02, 0.46, -0.35, 0.30, 0.28, -0.56, 0.34, 0.47, -0.93]
}


(8)
{
  "formula": "C4H3O2S",
  "method": "ωB97M-V/def2-TZVPD",
  "total_charge": -1,
  "de_lowest_kj_mol": 78.2,
  "smiles": "O=C1CC([O-])=C1S",
  "gap_ev": 7.37,
  "symbols": ["O", "S", "C", "C", "H", "C", "H", "C", "H", "O"],
  "xyz": [[-0.423, 2.285, 0.538], [2.702, 0.025, 0.423], [-0.263, 1.100, 0.221], [-0.159, -0.984, -0.031], [-2.039, 0.267, 0.503], [-1.340, 0.117, -0.190], [-1.728, 0.069, -1.185], [0.676, 0.069, 0.260], [2.709, -0.738, -0.590], [-0.136, -2.208, 0.052]],
  "mulliken_charge": [-0.75, -0.32, 0.76, 0.53, 0.25, -0.58, 0.20, -0.44, 0.08, -0.72]
}